1.
DFT (wB97M-V/def2-TZVPD) results for an isolated molecule of N2O5S.

The geometry in XYZ format:
```
8
Properties=species:S:1:pos:R:3
N -1.64 -0.17 -0.10
N 1.57 0.08 0.15
O -2.73 -0.09 0.36
O 0.57 0.90 -0.84
O -1.03 -1.11 -0.56
O 2.58 -0.33 -0.27
O 1.08 0.11 1.19
S -0.67 1.33 0.04
```

The energy above the lowest of the compared OMol25 structures with the same formula, charge and spin comes out at 104.41 kJ/mol. As for the net charge: 0. The multiplicity is 1. The value obtained for the LUMO energy is -0.018 hartree. As for the frontier orbital gap: 10.068 eV. The calculated total energy is -883.6291 Ha. The calculation puts the HOMO energy at -10.6 eV.

2.
DFT (wB97M-V/def2-TZVPD) results for the ion N3O5S with charge -1.

The geometry in XYZ format:
```
9
Properties=species:S:1:pos:R:3
O 1.22 2.26 -1.52
N 0.23 1.51 -1.35
O -0.61 1.30 -2.24
N 0.30 0.58 -0.42
N -0.30 0.36 0.63
S -0.19 -1.30 1.18
O 0.78 -1.98 0.37
O 0.21 -1.22 2.55
O -1.63 -1.52 0.80
```

Its SMILES is O=[N+]([O-])/N=N/S(=O)(=O)[O-]. The energy above the lowest of the compared OMol25 structures with the same formula, charge and spin comes out at 78.44 kJ/mol. As for the net charge: -1. The multiplicity is 1. The value obtained for the LUMO energy is 0.111 hartree. As for the frontier orbital gap: 9.248 eV. The calculated total energy is -938.5599 Ha. The calculation puts the HOMO energy at -6.2 eV.

The highest calculated total energy belongs to which entry?
N2O5S

What is the multiplicity in the second record?
1

The highest calculated total energy belongs to which entry?
N2O5S